w | Below is C12H13N in the gas phase, with properties calculated with wB97M-V/def2-TZVPD.

ORCA input file:
```
! RIJCOSX wB97M-V def2-TZVPD def2/J DEFGRID3
* xyz 0 1
C -0.408 -1.359 3.042
C -0.570 -1.227 1.742
C 0.355 -0.452 0.803
C 1.607 -1.167 0.743
N 2.712 -1.422 0.593
C 0.774 0.944 1.422
C 1.587 1.878 0.447
C -0.281 -0.249 -0.570
C 0.459 -0.423 -1.712
C -0.122 -0.237 -2.919
C -1.497 0.023 -3.041
C -2.252 0.168 -1.892
C -1.624 0.208 -0.666
H -1.001 -1.958 3.595
H 0.426 -0.761 3.531
H -1.229 -1.963 1.428
H 1.559 0.714 2.304
H -0.163 1.433 1.676
H 1.038 2.184 -0.361
H 1.974 2.694 0.956
H 2.492 1.295 0.055
H 1.466 -0.739 -1.548
H 0.392 -0.460 -3.832
H -2.009 0.023 -4.061
H -3.333 0.385 -1.865
H -2.355 0.469 0.133
*
```

For the frontier orbital gap, the calculation gives 10.2335 eV. Its structure (SMILES) is C=C[C@](C#N)(CC)c1ccccc1.

=====

x | Below is C12H13N in the gas phase, with properties calculated with wB97M-V/def2-TZVPD.

ORCA input file:
```
! RIJCOSX wB97M-V def2-TZVPD def2/J DEFGRID3
* xyz 0 1
C 3.326 -1.616 0.101
C 3.514 -0.394 -0.581
C 2.129 -1.809 0.767
C 2.497 0.507 -0.682
C 1.227 -0.783 0.815
C 1.291 0.395 0.094
C -1.674 -1.424 -1.031
C -2.019 0.401 0.611
C -2.498 -0.808 -0.249
C 0.229 1.407 0.168
C -3.982 -1.108 -0.168
C 0.671 2.836 -0.218
N -1.008 1.226 0.619
H 4.002 -2.375 0.091
H 4.343 -0.165 -1.122
H 1.775 -2.637 1.330
H 2.728 1.320 -1.419
H 0.289 -1.020 1.385
H -0.622 -1.419 -1.429
H -2.499 0.680 1.550
H -4.028 -2.095 -0.555
H -4.434 -0.245 -0.658
H -4.269 -1.259 0.812
H 0.406 3.514 0.603
H 0.101 3.322 -1.124
H 1.742 2.915 -0.385
*
```

For the frontier orbital gap (spin up / spin down), the calculation gives 6.2308 / 7.9841 eV.

=====

Compare the structures above. Which one is the least stable? x is.